Record 1
C19H18N2O5S3 | wB97M-V/def2-TZVPD

Last column: Mulliken charge in e.
Cartesian coordinates (Å):
S  0.67  -0.93  0.43  -0.21
S  3.35  -1.59  1.59  -0.24
S  3.57  1.78  2.73  1.33
O  3.71  2.85  3.67  -0.66
O  0.00  1.66  3.15  -0.68
O  -2.72  -1.78  -3.18  -0.47
O  -4.96  -0.53  -3.36  -0.36
O  3.06  2.05  1.42  -0.62
N  1.59  0.16  2.54  0.14
N  2.49  0.62  3.47  -0.84
C  -4.19  -0.17  -2.32  0.70
C  -4.51  0.80  -1.37  -0.55
C  5.64  0.38  3.80  -0.41
C  -6.85  -0.49  -4.80  -1.44
C  1.96  -0.75  1.60  0.50
C  -2.95  -0.86  -2.22  0.95
C  7.46  -0.52  2.52  -0.40
C  -3.63  1.09  -0.34  -1.27
C  -1.50  -2.49  -3.15  -0.91
C  6.91  0.01  1.36  -0.48
C  -0.33  0.29  1.21  -0.14
C  6.83  -0.33  3.74  -0.63
C  -2.09  -0.56  -1.18  -0.43
C  -2.41  0.42  -0.22  1.13
C  -6.21  0.11  -3.55  -0.37
C  -1.55  0.76  0.86  -0.74
C  5.72  0.71  1.41  -0.22
C  0.37  0.82  2.37  0.63
C  5.10  0.88  2.63  0.15
H  -1.15  -1.07  -1.10  0.28
H  5.12  0.54  4.73  0.38
H  7.26  -0.74  4.64  0.39
H  8.38  -1.07  2.47  0.39
H  -0.64  -1.83  -3.24  0.36
H  7.41  -0.14  0.41  0.39
H  -5.44  1.33  -1.43  0.36
H  5.26  1.12  0.53  0.44
H  1.97  1.11  4.19  0.36
H  -6.98  -1.56  -4.67  0.33
H  -6.86  -0.06  -2.68  0.39
H  -1.41  -3.08  -2.23  0.36
H  -1.54  -3.16  -4.01  0.23
H  -6.07  1.19  -3.68  0.39
H  -3.90  1.84  0.38  0.37
H  -7.81  -0.03  -4.98  0.41
H  -6.20  -0.33  -5.66  0.33
H  -1.92  1.53  1.53  0.38

Properties
Strongest force on any atom in eV/Å: 1.2
HOMO in eV: -8.0
SMILES: CCOc1ccc(/C=C2\SC(=S)N(NS(=O)(=O)c3ccccc3)C2=O)cc1OC



Record 2
C18H12O14Pd4 | wB97M-V/def2-TZVPD

Last column: Mulliken charge in e.
Cartesian coordinates (Å):
Pd  -6.55  -14.53  7.29  0.95
Pd  -4.65  -16.15  4.96  0.91
Pd  -5.40  -7.00  3.13  1.05
Pd  -2.73  -8.95  0.68  0.90
O  -7.72  -10.29  -1.74  -0.34
O  -8.87  -10.04  0.18  -0.36
O  -4.73  -14.29  3.67  -0.77
O  -5.47  -7.38  0.99  -0.38
O  -8.54  -5.98  -2.17  0.00
O  -9.68  -8.89  -1.61  -0.49
O  -4.01  -10.41  1.47  -0.40
O  -4.07  -8.80  -0.93  -0.59
O  -2.00  -15.50  1.31  -0.29
O  -1.11  -14.07  0.05  -0.31
O  -5.68  -9.06  3.36  -0.48
O  0.03  -14.76  1.85  0.01
O  -7.08  -7.49  -4.22  -0.25
O  -6.56  -12.92  5.50  -0.43
C  -5.61  -10.35  3.32  0.09
C  -8.88  -9.75  -1.18  0.63
C  -4.55  -12.54  2.37  0.30
C  -0.96  -14.80  1.16  0.88
C  -5.83  -7.30  -0.20  0.14
C  -7.17  -6.59  -0.58  -0.39
C  -2.52  -14.14  -0.50  0.09
C  -5.05  -8.13  -1.34  0.80
C  -5.55  -8.09  -2.70  -0.30
C  -7.29  -11.36  -0.88  -0.23
C  -6.34  -11.07  4.26  -0.15
C  -7.73  -10.75  0.52  0.51
C  -5.12  -13.07  3.38  0.45
C  -7.47  -6.57  -1.90  0.43
C  -4.66  -11.13  2.20  0.31
C  -3.07  -15.27  0.29  -0.33
C  -6.67  -7.36  -2.97  0.40
C  -6.09  -12.40  4.38  0.09
H  -3.09  -16.13  -0.37  0.39
H  -3.92  -13.08  1.68  -0.38
H  -6.20  -11.39  -0.91  0.13
H  -2.60  -14.45  -1.54  0.38
H  -8.20  -11.53  1.11  0.34
H  -7.80  -6.17  0.19  0.52
H  -5.00  -8.71  -3.39  0.55
H  -7.16  -10.64  4.82  0.56
H  -3.93  -14.97  0.89  0.26
H  -7.60  -12.36  -1.18  0.32
H  -6.96  -10.14  0.99  -0.54
H  -2.94  -13.19  -0.18  0.03

Properties
Strongest force on any atom in eV/Å: 10.3
Charge: +5
HOMO (spin up / spin down) in eV: -22.5 / -22.5
Multiplicity: 10
Expectation value of S²: 24.913



Record 3
C4H4O5Sm | wB97M-V/def2-TZVPD

Last column: Mulliken charge in e.
Cartesian coordinates (Å):
Sm  0.55  2.48  0.01  1.89
O  2.47  1.69  -0.36  -0.63
O  -1.73  1.37  0.04  -0.51
O  3.25  -0.45  -0.34  -0.42
O  -3.94  1.12  -0.50  -0.11
O  1.12  0.11  0.23  -0.34
C  2.44  0.43  -0.19  0.73
C  0.55  -1.19  0.04  -0.18
C  -0.88  -1.11  0.40  -0.62
C  -2.90  1.53  -0.24  0.69
H  -1.61  -1.60  -0.25  0.39
H  1.12  -1.87  0.69  0.34
H  -1.13  -1.01  1.46  0.38
H  0.69  -1.52  -1.00  0.39

Properties
Strongest force on any atom in eV/Å: 4.9
Relative energy (zero: lowest compared OMol25 entry of this formula, charge and spin) in eV: 1.926
Charge: +2
HOMO (spin up / spin down) in eV: -16.5 / -18.4
Multiplicity: 7
Expectation value of S²: 12.039



Record 4
C2H14CdO6 | wB97M-V/def2-TZVPD

Last column: Mulliken charge in e.
Cartesian coordinates (Å):
Cd  -0.13  -1.16  -0.17  1.16
O  -1.70  -0.50  -1.63  -0.48
O  -1.22  -0.50  1.40  -0.82
O  -1.14  -2.98  0.29  -0.81
O  1.02  -1.74  -1.85  -0.43
O  1.51  -1.68  1.23  -0.51
O  0.96  0.97  -0.34  -0.46
C  0.05  2.06  -0.03  -0.22
C  0.21  2.64  1.35  -1.24
H  2.20  -1.34  1.80  0.26
H  1.80  1.38  -0.59  0.22
H  -1.46  0.42  1.49  0.13
H  1.08  -1.44  -2.77  0.26
H  1.58  -2.53  -1.80  0.28
H  -1.83  -3.40  -0.22  0.11
H  0.16  2.82  -0.81  0.42
H  1.19  -2.50  1.65  0.31
H  0.97  3.43  1.30  0.39
H  -0.75  3.01  1.71  0.32
H  -1.64  0.26  -2.22  0.26
H  -2.60  -0.83  -1.72  0.26
H  0.67  1.98  2.09  0.31
H  -0.93  1.62  -0.15  0.25

Properties
Strongest force on any atom in eV/Å: 2.3
Relative energy (zero: lowest compared OMol25 entry of this formula, charge and spin) in eV: 1.270
HOMO in eV: -7.0



Record 5
C43H51N3O25 | wB97M-V/def2-TZVPD

Last column: Mulliken charge in e.
Cartesian coordinates (Å):
O  1.27  -6.00  0.83  -0.48
O  2.86  1.35  -0.17  -0.67
O  -0.15  -5.75  -2.17  -0.32
O  -1.10  3.95  -8.20  -0.59
O  1.46  4.58  -0.17  -0.63
O  -3.65  -1.92  -2.98  -0.68
O  -4.44  -7.27  -1.78  -0.66
O  -2.89  -4.89  2.44  -0.66
O  1.61  3.32  -4.70  -0.26
O  2.34  -0.19  2.04  -0.48
O  3.94  6.17  -0.66  -0.50
O  5.45  5.77  4.54  -0.59
O  6.20  1.07  4.71  -0.55
O  3.98  5.49  2.25  -0.57
O  4.82  0.82  2.44  -0.82
O  -2.26  -3.99  -4.28  -0.51
O  -1.97  1.75  -3.32  -0.31
O  -0.40  0.33  -5.22  -0.55
O  -2.82  0.43  0.09  -0.43
O  -1.30  -0.31  7.41  -0.63
O  -0.85  -0.81  -2.49  -0.32
O  3.72  5.14  -5.23  -0.56
O  -5.49  -5.35  -0.11  -0.56
O  -2.85  5.03  -6.47  -0.54
O  -1.17  -2.38  -0.19  -0.01
N  -0.13  0.58  5.73  0.29
N  -2.23  -2.75  3.09  0.24
N  -2.24  2.58  0.39  0.36
C  -2.04  3.86  -0.40  -0.53
C  2.14  4.06  -3.68  0.06
C  5.74  2.18  4.12  0.29
C  1.23  -5.20  -2.30  -0.60
C  -1.32  3.45  -7.13  0.40
C  3.65  5.73  -2.95  -0.65
C  1.14  -4.72  1.41  -0.36
C  -0.65  -5.89  -0.85  0.78
C  -0.22  -0.17  6.82  0.16
C  -3.38  -5.56  -3.08  -0.71
C  3.22  5.02  -4.14  0.31
C  2.04  4.70  -1.28  0.65
C  4.57  4.37  2.77  0.49
C  -1.45  2.33  1.54  -0.56
C  -4.24  -6.07  -2.01  0.61
C  5.33  4.66  4.02  0.59
C  5.93  3.43  4.61  -0.85
C  4.38  3.13  2.29  -0.75
C  -3.75  -3.13  -2.67  0.47
C  -1.71  2.25  -4.39  1.09
C  3.25  5.56  -1.65  0.48
C  -1.57  -3.11  4.31  -1.08
C  -2.82  -3.68  2.29  0.34
C  -4.48  -3.60  -1.40  -1.03
C  1.61  3.93  -2.44  -0.15
C  -2.98  1.63  -0.14  -0.17
C  -0.36  -1.48  -0.26  0.26
C  5.02  1.95  2.91  0.99
C  0.50  -1.28  0.89  -0.18
C  -0.97  1.57  -5.47  0.22
C  -2.36  -1.26  2.90  -0.56
C  0.05  -6.69  0.31  -0.78
C  1.91  0.53  -0.24  1.43
C  1.56  -0.39  0.90  -0.54
C  -0.01  -0.63  -1.44  -0.39
C  -2.32  3.56  -4.80  -1.18
C  -4.73  -4.91  -1.12  0.69
C  -1.17  1.50  5.28  -0.89
C  -3.07  -4.27  -3.31  0.95
C  1.10  0.72  4.91  -1.33
C  1.04  0.20  -1.44  -1.04
C  -0.84  2.12  -6.67  -0.50
C  -2.14  3.97  -6.08  0.47
H  0.36  -7.65  -0.11  0.35
H  -1.37  2.94  2.44  0.33
H  -3.00  -0.97  2.07  0.19
H  -2.59  4.62  0.16  0.41
H  -1.98  0.99  4.75  0.15
H  1.30  0.74  -2.34  0.67
H  -1.59  -6.42  -1.00  0.03
H  4.51  6.38  -3.08  0.42
H  -2.91  -6.29  -3.71  0.34
H  4.39  6.32  2.50  0.33
H  -1.32  -0.94  2.94  -0.26
H  2.11  -4.38  1.77  0.32
H  -1.64  1.91  6.17  0.42
H  0.50  -1.84  1.80  1.03
H  1.09  0.61  3.83  0.35
H  0.67  -4.08  0.67  0.02
H  6.41  3.54  5.57  0.43
H  -3.10  4.03  -4.23  0.48
H  -0.77  2.34  4.71  0.32
H  2.29  3.12  -5.34  0.27
H  -2.93  -0.78  3.70  0.59
H  -0.20  1.61  -7.37  0.46
H  -0.95  -4.89  -0.52  -0.41
H  1.47  -5.06  -3.36  0.38
H  5.74  0.27  4.44  0.34
H  -4.82  -2.83  -0.73  0.38
H  -0.66  0.02  -4.35  0.26
H  -1.98  -2.70  5.23  0.33
H  -2.52  3.85  -1.37  0.13
H  -0.54  -7.01  1.17  0.40
H  3.63  5.86  0.19  0.25
H  -1.56  -4.20  4.42  0.34
H  2.07  -5.71  -1.83  0.32
H  1.40  1.72  5.24  0.56
H  -0.39  2.32  1.32  0.17
H  -3.32  -3.17  1.45  0.20
H  -3.65  2.11  -0.87  0.39
H  -1.69  -1.16  -2.17  0.09
H  3.14  0.28  1.81  0.21
H  -1.70  -4.76  -4.43  0.36
H  -1.48  1.31  1.91  -0.07
H  -0.53  -2.80  4.29  0.25
H  -5.71  -6.27  -0.20  0.34
H  1.96  0.19  5.31  0.31
H  -2.90  5.12  -7.43  0.33
H  -1.01  4.15  -0.59  -0.04
H  0.86  3.16  -2.35  0.41
H  3.69  2.98  1.47  0.51
H  0.66  -4.82  2.39  0.28
H  1.28  -4.13  -2.12  0.05
H  0.68  -0.77  7.02  0.33

Properties
Strongest force on any atom in eV/Å: 4.3
HOMO in eV: -9.1
SMILES: O=C1C=C(O)C(=O)C=C1O.O=C1C=C(O)C(=O)C=C1O.O=C1C=C(O)C(=O)C=C1O.O=C1C=C(O)C(=O)C=C1O.O=C1C=C(O)C(=O)C=C1O.CN(C)C=O.CN(C)C=O.CN(C)C=O.COCCOC



Record 6
C2H8NO4 | wB97M-V/def2-TZVPD

Last column: Mulliken charge in e.
Cartesian coordinates (Å):
O  -1.35  -0.76  2.06  -0.40
O  -0.84  0.19  1.12  -0.28
O  1.37  -0.47  1.26  -0.46
O  0.04  -1.40  -0.43  -0.54
N  -0.31  0.77  -1.65  -0.39
C  0.40  -0.38  0.37  0.80
C  0.69  0.86  -0.62  -0.85
H  -1.92  -0.31  2.69  0.34
H  1.64  0.61  -1.17  0.40
H  -1.31  0.84  -1.18  0.40
H  -0.15  1.32  -2.57  0.36
H  0.15  -2.25  0.03  0.39
H  -0.20  -0.31  -1.91  0.43
H  0.71  1.84  -0.17  0.36
H  1.08  -0.55  2.16  0.42

Properties
Strongest force on any atom in eV/Å: 5.2
Relative energy (zero: lowest compared OMol25 entry of this formula, charge and spin) in eV: 4.254
Charge: +1
HOMO in eV: -14.1
SMILES: [NH3+]CC(O)(O)OO